ORCA calculation (ωB97M-V/def2-TZVPD) on one molecule with the formula C4H11PS at a distorted geometry.

Last column: natural (NBO) charge in e.
Cartesian coordinates (Å):
C -1.158 1.701 -0.791  -0.63
C -0.697 1.043 0.481  -0.65
P 0.882 -0.157 0.244  1.23
C 0.559 -1.071 -1.364  -0.94
C 0.533 -1.455 1.533  -0.96
S 2.670 0.589 0.424  -0.59
H -2.018 1.084 -1.368  0.21
H -1.748 2.662 -0.500  0.22
H -0.285 1.937 -1.459  0.23
H -1.368 0.525 1.065  0.22
H -0.279 1.816 1.011  0.23
H 0.880 -0.325 -1.981  0.24
H 1.136 -2.083 -1.296  0.25
H -0.477 -1.344 -1.218  0.23
H 0.258 -0.853 2.384  0.24
H -0.348 -2.023 1.234  0.22
H 1.460 -2.046 1.602  0.25

E_tot (eV): -24450.1475
Net charge: 0
Gap between HOMO and LUMO (eV): 9.2570
SMILES string: CCP(C)(C)=S